1.
The following is a DFT calculation (wB97M-V/def2-TZVPD) of C16H29Br2N2O5S as an isolated structure at a distorted geometry.

Geometry (Å):
C  -2.3905  -4.3783  2.0416
C  -1.4239  -4.6111  0.7439
N  -0.2017  -3.7754  0.9817
C  0.1592  -2.9015  -0.1576
Br  0.0781  -3.6028  -2.0213
S  2.0343  -2.7690  0.0848
C  1.6957  -1.5828  1.4890
Br  3.0754  -1.5565  2.8841
N  0.5407  -0.9312  1.3546
C  0.1455  0.0121  2.4448
C  -0.7331  1.2651  1.9801
C  0.1507  2.4621  1.3375
C  -0.6388  3.8619  1.2720
O  -0.4422  4.5512  0.2336
O  -1.5261  4.3022  2.2999
C  -0.2125  -1.3249  0.0939
C  -0.0309  -0.3074  -1.1392
O  1.3388  -0.0309  -1.4740
C  1.5135  1.2874  -2.0580
C  2.7081  1.3349  -3.1631
O  2.8715  2.7402  -3.5399
C  3.7262  3.4345  -2.6001
C  2.9804  4.8199  -2.1845
O  -1.5621  -1.4410  0.6124
C  -2.5585  -1.5096  -0.4400
C  -3.9723  -1.8312  0.3116
H  -2.0553  -4.9743  2.9519
H  -3.4815  -4.5237  1.7475
H  -2.2833  -3.2645  2.3355
H  -1.0951  -5.7104  0.7462
H  -2.0474  -4.3132  -0.1598
H  0.5969  -4.4139  1.1708
H  -0.5189  -0.5990  3.1701
H  1.0078  0.4113  3.0718
H  -1.1947  1.7092  2.9453
H  -1.6196  1.0096  1.3055
H  1.1717  2.5322  1.8414
H  0.3379  2.1614  0.2486
H  -2.3798  3.8504  2.0958
H  -0.6550  0.6414  -0.9159
H  -0.5162  -0.7598  -2.0885
H  1.8905  1.9725  -1.2035
H  0.5391  1.7046  -2.5132
H  3.6710  0.9607  -2.6683
H  2.4695  0.7102  -4.0849
H  4.7905  3.6254  -2.9773
H  3.8378  2.8533  -1.6061
H  3.7263  5.6099  -1.8117
H  2.3440  5.2141  -3.0505
H  2.2436  4.6599  -1.3068
H  -2.4144  -2.3697  -1.1810
H  -2.7397  -0.5161  -0.9874
H  -4.3062  -2.9150  0.1411
H  -3.8310  -1.6431  1.4320
H  -4.8140  -1.1411  -0.0366

Values from the calculation:
E_tot: -6658.516311 hartree
Energy above the lowest of the compared OMol25 structures with the same formula, charge and spin: 100.3 kcal/mol
Gap between HOMO and LUMO: 0.2851 Eh
Max |F|: 5.26 eV/Å
Net charge: +1

=====

2.
The following is a DFT calculation (wB97M-V/def2-TZVPD) of C16H29Cl2N5PSiZr as an isolated structure at a distorted geometry.

Geometry (Å):
Zr  0.3984  -1.2873  -0.4720
C  -1.8033  1.3980  -2.3830
C  -0.3269  1.5397  -2.2269
C  0.3653  2.6466  -2.6900
C  1.7469  2.7130  -2.5607
C  2.4695  1.6626  -1.9919
C  1.7418  0.5778  -1.5808
N  0.3787  0.5342  -1.6559
N  2.2057  -0.6433  -1.0236
Si  2.8861  -1.9610  -2.0960
C  1.8784  -3.4173  -1.3903
C  4.6944  -2.1663  -1.9665
C  2.1840  -1.6248  -3.7729
H  -2.0769  1.4879  -3.4355
H  -2.3283  2.1952  -1.8538
H  -2.1640  0.4325  -2.0252
H  -0.1772  3.4506  -3.1689
H  2.2743  3.5859  -2.9255
H  3.5461  1.6837  -1.8981
H  2.0733  -3.7080  -0.3555
H  2.1379  -4.2890  -2.0024
H  0.7762  -3.4214  -1.5610
H  5.0244  -2.3183  -0.9378
H  5.1937  -1.2782  -2.3605
H  5.0234  -3.0202  -2.5636
H  1.0947  -1.4893  -3.7641
H  2.3777  -2.4766  -4.4312
H  2.6120  -0.7440  -4.2548
Cl  -0.4737  -3.4127  1.1163
C  0.7973  -3.1159  2.3581
Cl  1.7540  -1.6826  1.8513
H  1.4568  -3.9772  2.3787
H  0.3082  -2.9136  3.3047
C  -3.4786  0.6259  3.2982
N  -2.0824  0.5296  3.7237
C  -1.4696  1.8611  3.7024
N  -1.5587  2.4916  2.3830
C  -2.9595  2.5524  1.9679
N  -3.5859  1.2267  1.9678
C  -3.1494  0.3759  0.9153
P  -1.2689  0.0692  1.1575
C  -1.3380  -0.4428  2.9702
C  -0.7152  1.8474  1.4041
H  -4.0138  1.2568  4.0061
H  -3.9399  -0.3619  3.2965
H  -0.4245  1.7918  4.0067
H  -1.9948  2.4890  4.4206
H  -3.0366  2.9957  0.9744
H  -3.5020  3.1849  2.6689
H  -3.3021  0.8316  -0.0600
H  -3.6513  -0.5915  0.9489
H  -0.3174  -0.5017  3.3542
H  -1.8140  -1.4238  3.0427
H  -0.7697  2.3736  0.4484
H  0.3238  1.8579  1.7416

Values from the calculation:
E_tot: -2498.186876 hartree
Energy above the lowest of the compared OMol25 structures with the same formula, charge and spin: 24.1 kcal/mol
Gap between HOMO and LUMO: 0.2020 Eh
Max |F|: 1.12 eV/Å
Net charge: +3

=====

3.
The following is a DFT calculation (wB97M-V/def2-TZVPD) of C16H29Cl7Cs2FNNaO9 as an isolated structure at a distorted geometry.

Geometry (Å):
C  2.8753  0.3952  -0.5055
C  1.7162  1.1694  0.1944
F  1.5636  0.8116  1.4941
C  0.4254  0.9564  -0.5460
C  -0.4632  -0.2649  -0.2968
C  -1.8672  0.2650  -0.6986
Cl  -2.8796  0.0817  0.7419
C  -1.5566  1.7218  -1.0681
O  -2.0331  2.4337  -1.8693
O  -0.4949  2.0414  -0.2603
H  2.5859  -0.6422  -0.6659
H  3.0226  0.8537  -1.4864
H  3.8123  0.4411  0.0389
H  1.8592  2.2679  0.1252
H  0.5244  1.0117  -1.6318
H  -0.4624  -0.6225  0.7202
H  -0.0882  -1.1026  -0.8428
H  -2.1322  -0.2965  -1.5795
C  1.5433  3.7382  -3.3494
N  2.5712  2.6988  -3.0800
O  2.2500  1.5754  -3.1982
O  3.7200  3.0815  -2.7481
H  0.6230  3.2284  -3.6273
H  1.4149  4.3237  -2.4397
H  1.9118  4.3532  -4.1644
C  -5.9834  -0.3958  6.7799
C  -4.5927  -0.7563  6.2949
O  -4.5882  -1.3938  5.0098
C  -5.1332  -0.6401  3.9215
C  -4.4126  0.6634  3.6710
H  -6.6207  -1.2815  6.8280
H  -5.9268  0.0448  7.7723
H  -6.4723  0.3238  6.1231
H  -4.1465  -1.4672  6.9905
H  -3.9366  0.1139  6.2819
H  -6.2062  -0.4770  4.0780
H  -5.0477  -1.2720  3.0291
H  -4.4832  1.3353  4.5258
H  -4.8431  1.1710  2.8105
H  -3.3560  0.4845  3.4790
C  0.5029  1.1042  -4.2735
O  0.6757  2.2649  -4.7388
O  -0.1799  0.8069  -3.2296
O  1.0336  0.0226  -4.8353
Cl  1.5695  -1.4861  -2.4321
C  2.2334  -3.0055  -3.0514
C  1.1749  -3.6588  -3.8913
Cl  -0.1835  -4.3200  -2.9370
H  2.5917  -3.6460  -2.2477
H  3.0862  -2.7292  -3.6697
H  1.5914  -4.4902  -4.4560
H  0.7861  -2.8770  -4.5290
C  0.4068  -3.5782  1.8573
O  1.1148  -3.4726  0.6252
H  1.0520  -3.2229  2.6557
H  -0.5014  -2.9656  1.8238
H  0.1382  -4.6216  2.0463
H  0.5367  -3.7888  -0.0768
C  7.5663  2.7226  -1.6552
Cl  8.2649  3.9675  -0.6261
Cl  6.0535  2.1245  -0.8976
Cl  7.1874  3.3868  -3.2342
Cl  8.6783  1.3771  -1.8141
Cs  -5.3068  -3.2811  4.1935
Cs  1.3716  -0.6354  -6.6006
Na  3.8628  3.0279  -0.8577

Values from the calculation:
E_tot: -4882.156072 hartree
Gap between HOMO and LUMO: 0.1939 Eh
Max |F|: 12.07 eV/Å
Net charge: +1

=====

4.
The following is a DFT calculation (wB97M-V/def2-TZVPD) of C16H29CsN4NbO2 as an isolated structure at a distorted geometry.

Geometry (Å):
N  0.1265  1.7979  -0.0339
C  0.4826  2.9112  0.3098
O  0.9468  3.9666  0.5524
Cs  2.3116  0.6356  -2.9899
Nb  -0.0896  -0.1934  0.1286
N  -0.7982  -0.4524  -1.7280
N  -1.4367  -0.2416  1.5745
C  -1.7890  0.0580  -2.7156
C  -2.3037  0.6389  2.3661
C  -1.5477  -0.6157  -4.0752
C  -3.2272  -0.2612  -2.2735
C  -1.6207  1.5676  -2.8651
C  -1.4236  1.3939  3.3599
C  -3.3535  -0.1626  3.1363
C  -3.0023  1.6123  1.4279
H  -0.5030  -0.5059  -4.4103
H  -2.1878  -0.1446  -4.8357
H  -1.7902  -1.6873  -4.0562
H  -3.4039  -1.3435  -2.2148
H  -3.9359  0.1623  -3.0062
H  -3.4568  0.1796  -1.2940
H  -1.6819  2.0964  -1.9054
H  -2.4187  1.9472  -3.5235
H  -0.6559  1.8305  -3.3351
H  -0.9386  0.6912  4.0466
H  -2.0403  2.0934  3.9378
H  -0.6402  1.9626  2.8436
H  -2.8982  -0.7750  3.9218
H  -3.9271  -0.8061  2.4607
H  -4.0443  0.5413  3.6175
H  -3.6276  2.2894  2.0262
H  -3.6508  1.0760  0.7219
H  -2.2944  2.2255  0.8578
C  -0.7134  -1.9439  -1.6072
H  -0.2988  -2.2471  -0.5995
H  -1.6874  -2.4510  -1.7295
H  -0.0099  -2.3489  -2.3576
C  -1.0467  -1.5163  2.2286
H  -0.1709  -1.9692  1.7165
H  -0.7742  -1.3592  3.2828
H  -1.8671  -2.2479  2.1913
O  1.7660  -0.6175  0.2486
N  3.0667  -1.1655  0.0487
C  4.0672  -0.3065  -0.2986
C  4.9605  -0.7479  -1.2502
C  4.8786  -2.0679  -1.7037
C  3.9532  -2.9539  -1.1462
C  3.0983  -2.5077  -0.1678
H  4.0386  0.6983  0.1271
H  5.7558  -0.0839  -1.5972
H  5.5961  -2.4269  -2.4429
H  3.9159  -3.9972  -1.4606
H  2.3495  -3.1163  0.3334

Values from the calculation:
E_tot: -1073.105300 hartree
Gap between HOMO and LUMO (spin up / spin down): 0.1614 / 0.2178 Eh
Multiplicity: 2
Max |F|: 6.10 eV/Å
Net charge: +2

=====

5.
The following is a DFT calculation (wB97M-V/def2-TZVPD) of C16H29F3N8O2OsPS3 as an isolated structure.

Geometry (Å):
Os  -0.6127  0.3577  0.3806
N  -0.3527  0.4101  2.5765
N  1.0022  0.1981  2.9581
C  2.0026  0.3813  2.0611
N  3.2352  0.4225  2.5415
S  1.7340  0.4764  0.3770
H  -0.6169  1.3535  2.8589
H  -0.9246  -0.2462  3.1025
H  1.1954  0.3143  3.9446
H  3.4491  0.3868  3.5264
H  4.0068  0.5410  1.9026
C  1.4116  5.4500  -2.7306
C  0.0207  4.8876  -2.6359
O  0.1423  3.4486  -2.3260
P  -0.9837  2.5961  -1.6847
S  -0.6827  0.6202  -1.9877
S  -1.0266  2.6759  0.3705
O  -2.2889  3.2098  -2.2928
C  -3.6288  2.6822  -2.0278
C  -4.0985  1.8379  -3.1849
H  1.3519  6.5056  -2.9950
H  1.9837  4.9354  -3.5007
H  1.9340  5.3636  -1.7788
H  -0.5211  4.9519  -3.5764
H  -0.5655  5.3637  -1.8502
H  -4.2469  3.5652  -1.8895
H  -3.5971  2.1309  -1.0843
H  -4.0163  2.3963  -4.1164
H  -5.1497  1.5825  -3.0407
H  -3.5171  0.9212  -3.2742
F  -7.3951  -1.5308  -0.1510
C  -7.0059  -0.2776  0.0908
F  -7.3948  0.4861  -0.9390
F  -7.6194  0.1554  1.1911
C  -5.4986  -0.2071  0.2303
C  -4.9048  0.4595  1.2879
C  -3.5272  0.5318  1.3244
N  -2.7419  -0.0189  0.3882
C  -3.3290  -0.6643  -0.6359
C  -4.7002  -0.7867  -0.7405
H  -5.4953  0.9244  2.0640
H  -3.0353  1.0778  2.1185
H  -2.6735  -1.0816  -1.3835
H  -5.1291  -1.3147  -1.5813
C  -1.3057  -5.2224  2.6267
C  -0.7431  -5.9507  1.4111
C  -1.8267  -6.2760  0.3897
C  0.4337  -5.1939  0.7941
N  0.0638  -3.8423  0.3447
C  0.1325  -2.6815  0.9806
N  -0.3669  -1.7561  0.1816
N  -0.7317  -2.3879  -0.9566
N  -0.4831  -3.6315  -0.8598
H  -2.0695  -5.8294  3.1101
H  -1.7869  -4.2818  2.3388
H  -0.5333  -5.0107  3.3702
H  -0.2988  -6.8899  1.7543
H  -2.3262  -5.3727  0.0321
H  -2.5852  -6.9130  0.8428
H  -1.4202  -6.7992  -0.4757
H  0.8355  -5.7025  -0.0799
H  1.2390  -5.0658  1.5175
H  0.5562  -2.5378  1.9594

Values from the calculation:
E_tot: -3141.444666 hartree
Energy above the lowest of the compared OMol25 structures with the same formula, charge and spin: 5.8 kcal/mol
Gap between HOMO and LUMO (spin up / spin down): 0.3147 / 0.2463 Eh
Multiplicity: 2
Max |F|: 0.40 eV/Å
Net charge: +2

=====

6.
The following is a DFT calculation (wB97M-V/def2-TZVPD) of C16H29I2N6RuSSeSi as an isolated structure at a distorted geometry.

Geometry (Å):
Ru  -1.6804  -0.2249  -0.5658
N  0.0985  -6.2072  -1.3601
C  -0.2139  -4.9104  -1.2314
C  -1.1479  -4.2889  -2.0794
C  -1.4555  -2.9693  -1.8911
N  -0.9074  -2.2008  -0.9300
C  0.0172  -2.7859  -0.1450
C  0.3901  -4.0971  -0.2531
H  -0.3456  -6.7792  -2.0577
H  0.7171  -6.6611  -0.7116
H  -1.6405  -4.8455  -2.8635
H  -2.1799  -2.4906  -2.5394
H  0.4824  -2.1466  0.5970
H  1.1451  -4.4984  0.4072
N  -2.9270  2.6822  -0.3805
C  -2.4771  1.6279  -0.4647
C  2.3219  2.0523  -2.9982
Si  0.4978  1.8256  -2.7659
C  -0.3215  0.3453  -3.5598
C  -0.4959  3.3712  -2.8439
Se  0.4411  0.8712  -0.5354
H  2.5334  2.5004  -3.9709
H  2.8620  1.1069  -2.9377
H  2.6993  2.7365  -2.2366
H  -0.5371  0.5152  -4.6167
H  -1.2925  0.1624  -3.0699
H  0.2900  -0.5528  -3.4686
H  -0.3188  3.8613  -3.8046
H  -0.2193  4.0684  -2.0532
H  -1.5619  3.1710  -2.7482
I  -4.2158  -1.1322  -0.6311
I  -3.9811  -3.0969  1.9700
S  1.6969  0.8175  2.0054
C  3.2041  1.5904  1.7110
N  3.8606  2.1181  2.7699
C  5.0587  2.7381  2.6893
C  5.6682  2.8835  1.4781
C  5.0271  2.3604  0.3474
C  3.8174  1.7172  0.4599
H  3.4181  2.0283  3.6786
H  5.4712  3.1043  3.6176
H  6.6185  3.3875  1.4063
H  5.4950  2.4570  -0.6226
H  3.3160  1.2930  -0.3964
N  -4.3558  -0.0298  3.6836
C  -2.9656  0.5261  3.6017
C  -2.5344  0.7263  2.1444
N  -1.7144  -0.3642  1.5673
H  -4.6694  -0.1327  4.6519
H  -4.4035  -0.9744  3.2223
H  -5.0209  0.5807  3.2016
H  -2.3062  -0.1652  4.1258
H  -2.9636  1.4774  4.1283
H  -1.9593  1.6456  2.0583
H  -3.4150  0.8499  1.5181
H  -2.1393  -1.2853  1.7233
H  -0.7809  -0.3601  1.9686

Values from the calculation:
E_tot: -4734.521235 hartree
Energy above the lowest of the compared OMol25 structures with the same formula, charge and spin: 46.8 kcal/mol
Gap between HOMO and LUMO (spin up / spin down): 0.1549 / 0.1394 Eh
Multiplicity: 2
Max |F|: 1.40 eV/Å
Net charge: +2